19
Properties=species:S:1:pos:R:3:forces:R:3:nbo_charge:R:1 method="wB97M-V/def2-TZVPD" homo_ev=-8.45 total_energy_ha=-402.07784
C 2.4878 -0.7586 0.1136 2.195 -2.026 2.668 -0.29
C 0.4071 0.0762 0.1119 -6.939 0.504 2.538 0.08
C 0.4716 1.5496 -0.1520 -1.462 0.099 -2.131 -0.10
C -0.8930 -0.7531 -0.4431 -0.925 3.137 -2.968 -0.03
C -2.4887 -0.4623 -0.1897 -0.282 -0.421 -0.587 -0.32
H 3.1197 0.1510 0.4422 -1.537 -0.782 -0.790 0.18
H 2.0870 -1.2823 1.0538 1.375 0.766 -0.653 0.18
H 3.3302 -1.4968 -0.2707 -2.353 1.395 -0.235 0.21
H 0.3524 0.1080 1.3005 0.546 -1.362 -1.927 0.17
H 1.3194 1.8461 0.4623 -0.555 1.260 0.517 0.17
H 0.8814 1.6283 -1.2187 -1.314 0.518 1.045 0.18
H -1.2237 2.8198 -0.4148 1.035 -1.204 0.737 0.49
H -0.5838 -1.1111 -1.6979 -1.127 1.062 4.000 0.20
H -2.9468 0.1712 0.7204 1.680 -1.283 -2.392 0.21
H -3.3501 -0.5774 -1.1245 2.869 -0.048 2.790 0.20
H -1.6338 -1.6502 1.5137 0.427 0.033 -5.164 0.34
N -1.6552 -1.6870 0.2313 -2.200 -0.784 5.173 -0.62
O 1.2603 -0.6121 -0.5770 6.132 -1.792 -1.759 -0.52
O -0.9420 2.0407 0.1387 2.434 0.925 -0.861 -0.74